(1)
This record from the Open Molecules 2025 dataset describes a structure of composition C51H43MnN7O5S2 in a non-equilibrium geometry. The level of theory is ωB97M-V/def2-TZVPD.

The geometry in XYZ format:
```
109
Properties=species:S:1:pos:R:3:forces:R:3:mulliken_spin:R:1
Mn -0.434799 -0.047358 0.524017 -0.505 -0.703 0.430 4.7455
O -3.649908 -2.521735 2.314504 -1.816 -2.734 0.411 0.0071
C -2.622470 -2.070136 1.858424 2.934 3.140 7.641 0.0269
N -2.369084 -1.299714 0.919507 0.890 0.201 -5.051 0.0296
C -3.287620 -1.723689 -0.083669 3.623 1.836 -4.349 0.0168
C -2.457678 -2.362979 -1.349079 -2.650 0.711 4.211 0.0164
C -3.098913 -3.108182 -2.238352 -3.738 -5.675 -2.496 0.0040
C -2.455480 -3.774628 -3.278830 4.654 3.042 -1.431 -0.0004
C -0.991980 -3.453863 -3.281747 -2.169 -2.920 -4.163 0.0008
C -0.438785 -2.804001 -2.216055 3.472 -2.326 -3.067 0.0158
N -1.191593 -2.248601 -1.354094 2.152 2.644 3.123 -0.0115
C -1.507877 -1.632677 2.962980 0.381 -2.110 2.045 0.0248
C -1.746344 -1.885633 4.371172 -4.073 0.762 -2.596 -0.0023
C -0.780567 -1.755916 5.288967 1.398 4.227 2.578 0.0040
C 0.435819 -1.269982 4.863171 4.471 -1.899 -3.725 -0.0039
C 0.664154 -0.968559 3.387960 -3.734 -2.428 6.550 0.0252
N -0.335583 -1.105872 2.565924 -0.805 -0.719 -0.861 0.0008
H -3.491745 -0.796038 -0.538356 -1.914 1.147 -0.774 -0.0268
H -4.069107 -2.276663 0.307917 -1.700 -1.126 0.042 0.0062
H -4.009794 -3.790510 -2.050477 0.228 2.432 0.324 0.0004
H -2.918357 -4.169561 -4.226221 0.336 -0.184 1.637 0.0001
H -0.305161 -3.868139 -4.194801 -1.681 0.921 2.580 0.0009
H 0.708888 -3.029931 -2.227132 -1.948 1.573 1.053 0.0006
H -2.868178 -1.921997 4.623598 1.894 -0.509 -0.319 0.0009
H -0.776183 -1.089744 6.264989 -1.358 -2.770 -0.400 -0.0003
H 1.369463 -1.612885 5.512937 -1.762 1.824 -1.146 0.0015
H 1.587173 -0.650713 3.180834 3.238 1.455 -1.700 -0.0173
C 0.795513 4.101687 -5.327784 -3.226 -1.506 0.042 -0.0002
C 1.774333 4.036771 -4.202111 3.741 3.465 -1.540 0.0011
C 2.784642 5.119389 -4.356790 -0.032 -5.616 3.570 0.0004
C 3.978833 4.993857 -3.619082 -1.462 1.589 -1.004 0.0003
C 4.244395 3.917370 -2.776892 -1.616 0.639 -0.061 -0.0003
C 3.232547 3.084398 -2.440617 -5.563 -2.763 1.941 0.0001
C 1.952196 3.172282 -3.155934 1.652 1.287 -1.591 0.0009
N 0.822201 2.397410 -3.117672 -4.376 -0.508 2.124 0.0016
C 0.681021 1.402140 -2.188092 3.064 -1.868 -0.628 0.0607
N 1.731708 0.551264 -2.292601 -0.622 -2.598 5.436 -0.0122
C 2.311145 -0.438129 -1.319018 -3.352 0.215 1.324 -0.1344
C 1.504970 -0.770114 -0.127054 1.183 1.298 -3.257 0.3112
C 1.997546 -1.908251 0.410397 0.580 -3.119 3.782 -0.1728
C 3.124345 -2.641866 0.194520 5.308 -0.332 -3.228 -0.0031
C 3.981934 -2.147203 -0.886271 -1.348 0.347 -0.294 0.0188
C 3.502680 -1.101760 -1.687532 0.645 1.469 0.091 -0.0155
C 4.558401 -0.422615 -2.639750 1.808 1.869 -0.066 0.0012
N -0.277746 1.260152 -1.380998 -0.943 -0.067 1.766 0.0623
C -1.343936 2.170268 -1.256088 -0.736 -1.014 -2.461 0.0015
C -2.604091 1.543383 -1.699620 3.722 -2.103 0.586 -0.0486
C -3.717956 2.238174 -1.718381 -5.534 2.840 -0.048 0.0168
C -3.738428 3.665801 -1.349995 0.587 0.065 1.552 0.0109
C -2.516794 4.229120 -0.948782 -0.960 -2.023 -0.882 -0.0022
C -1.262063 3.513233 -0.993045 -2.267 1.107 2.196 -0.0315
C -0.093806 4.354855 -0.560385 1.119 2.676 -1.345 -0.0084
H 0.811182 5.102687 -5.590851 -0.346 2.189 -0.620 -0.0001
H -0.347863 3.881839 -5.181856 2.156 0.107 0.305 0.0000
H 1.007504 3.634092 -6.302465 0.564 -0.631 0.697 0.0001
H 2.628962 5.689524 -5.174254 -0.130 2.647 -2.027 0.0000
H 4.519517 5.926576 -3.514556 1.019 -0.368 -0.492 0.0000
H 5.153120 3.826429 -2.302530 1.900 0.059 1.144 -0.0001
H 2.921915 2.347493 -1.488399 2.458 1.819 -2.431 -0.0006
H -0.126346 2.872856 -2.926986 1.967 0.250 -1.390 -0.0031
H 2.369366 0.442035 -2.966929 1.877 1.124 -4.173 -0.0036
H 1.691734 -2.489388 1.296052 -1.866 1.232 0.093 -0.0097
H 3.543614 -3.511229 0.827874 -1.358 1.492 -1.043 -0.0006
H 4.938901 -2.334978 -1.399545 -0.010 -1.450 1.614 0.0008
H 5.679625 -1.034644 -2.771002 -3.098 1.937 1.294 0.0000
H 4.618114 0.857679 -2.286239 0.516 -4.023 -0.907 -0.0006
H 4.406962 -0.314382 -3.731814 -0.914 -0.213 0.438 -0.0002
H -2.467140 0.415324 -1.936811 -0.618 2.146 0.317 -0.0099
H -4.801197 1.830286 -1.944104 2.554 0.346 0.268 -0.0001
H -4.685488 4.298490 -1.050550 1.741 -1.701 -1.151 0.0003
H -2.505711 5.190653 -0.495650 -0.023 0.769 0.053 0.0000
H 0.563521 4.196737 0.389465 -1.122 -0.723 -2.080 0.0008
H -0.467333 5.527091 -0.362343 0.875 -3.127 -0.859 -0.0001
H 0.419882 4.322871 -1.647991 0.273 0.910 3.021 0.0006
O 1.510993 -5.400649 0.678476 0.221 -0.356 -0.604 -0.0001
C 1.614281 -5.836100 -0.461931 -0.877 -0.154 -0.966 0.0005
N 1.060779 -5.348382 -1.614013 0.080 0.576 0.878 -0.0001
S 1.457735 -6.144008 -2.912731 1.233 0.677 -1.598 0.0003
O 0.334868 -6.761176 -3.553190 -1.012 -0.640 -0.171 0.0000
O 2.315851 -5.436078 -3.873231 -0.489 0.127 0.896 0.0000
C 2.518891 -7.321201 -2.154246 -1.472 0.086 -0.967 0.0001
C 3.381177 -8.231536 -2.719871 -0.201 0.483 -1.014 0.0000
C 4.263401 -8.864185 -1.901777 1.245 -1.131 -1.435 0.0000
C 4.225877 -8.637396 -0.554329 1.739 -1.023 1.087 0.0000
C 3.342892 -7.757922 -0.049251 -2.059 1.252 1.088 -0.0001
C 2.385079 -7.087288 -0.834691 2.755 -0.636 1.804 -0.0004
H 3.449119 -8.338108 -3.798543 -0.124 0.051 0.115 0.0000
H 5.051502 -9.455193 -2.399364 -0.440 0.030 0.610 0.0000
H 4.970810 -9.087503 0.132388 -0.499 0.211 -0.591 0.0000
H 3.354090 -7.530685 0.988261 0.046 0.161 0.879 0.0000
C -5.732998 4.502000 6.127638 -3.730 -2.033 3.832 0.0000
C -5.121447 5.512475 7.156888 0.884 -2.230 -0.861 0.0004
O -5.734684 6.259355 7.840081 -1.581 1.195 0.458 0.0001
S -3.386460 5.433171 7.560150 -0.140 -0.469 0.784 0.0002
C -2.755106 4.387670 6.323802 0.732 2.453 -3.785 0.0061
C -2.067375 3.188474 6.417063 -3.403 2.938 2.649 -0.0017
C -1.729386 2.584635 5.275783 4.521 -3.082 -0.991 0.0054
C -1.602206 3.254386 4.103743 -0.776 -0.368 -4.399 -0.0030
C -2.083669 4.585182 4.019292 2.012 0.105 -5.732 0.0040
C -2.711074 5.120596 5.036307 -1.644 1.353 4.107 -0.0029
C -1.226162 2.457151 2.839802 -0.169 -0.523 0.960 0.2871
C -1.077252 1.507038 2.023553 0.058 2.686 1.035 -0.1944
H -5.555694 4.639102 5.125183 0.983 0.512 -2.193 0.0001
H -7.012707 4.672241 6.223450 3.809 -0.653 -0.044 0.0000
H -5.463263 3.317101 6.399603 -0.666 3.407 -0.594 0.0000
H -2.203872 2.976986 7.452160 1.049 -1.956 0.627 0.0000
H -0.988589 1.740816 5.189636 -1.593 -0.071 0.838 0.0001
H -1.882982 5.179801 2.953025 -0.759 -1.625 2.991 0.0001
H -3.157117 6.159293 5.053897 0.665 -1.308 -0.316 -0.0001
```
Positions in Å, forces in eV/Å.

Output
⟨S²⟩ = 8.757
Net charge = -2
Multiplicity = 6
Largest force on an atom = 8.77 eV/Å
Energy relative to the best compared isomer or geometry (same formula, charge and spin) = 1721.79 kJ/mol
Energy = -4675.51107 a.u.
HOMO-LUMO gap (alpha / beta) = 5.922 / 6.696 eV
Lowest unoccupied orbital energy (alpha / beta) = 3.498 / 3.497 eV

(2)
This record from the Open Molecules 2025 dataset describes a structure of composition C6H7NO in a non-equilibrium geometry. The level of theory is ωB97M-V/def2-TZVPD.

The geometry in XYZ format:
```
15
Properties=species:S:1:pos:R:3:forces:R:3:lowdin_charge:R:1
C 2.680689 -0.487307 0.103475 1.611 -1.840 0.642 -0.2499
C 0.736583 -0.451996 -0.490950 -1.986 2.734 0.862 -0.2188
C 1.086158 0.799817 -0.092019 -3.797 0.093 -1.000 -0.1203
C -0.593986 1.397663 -0.188159 3.373 -0.320 0.493 0.0160
C -0.796485 -0.121773 -0.582741 -2.100 -0.060 -2.336 -0.2973
C -1.800849 -0.811740 0.407449 -0.478 2.962 0.327 -0.0761
N 1.790896 -1.309983 -0.328086 -0.188 -0.568 -0.312 0.1545
O 2.369395 0.758044 0.330195 -0.835 2.514 0.010 0.0946
H 3.660076 -0.670803 0.449766 0.972 -0.802 -0.103 0.1273
H -0.898248 1.556268 0.870754 -0.037 0.249 -0.952 0.0858
H -0.790084 2.300622 -0.893777 0.358 -1.944 1.218 0.1180
H -1.250431 -0.171448 -1.661490 0.985 -0.106 1.784 0.1482
H -2.896643 -0.414580 0.468190 1.973 -0.243 -0.800 0.1087
H -1.409848 -0.542850 1.395351 -0.006 -0.806 0.139 0.0711
H -1.887216 -1.829932 0.212043 0.155 -1.864 0.027 0.0382
```
Positions in Å, forces in eV/Å.

Output
Largest force on an atom = 3.93 eV/Å
Energy relative to the best compared isomer or geometry (same formula, charge and spin) = 333.03 kJ/mol
Energy = -362.68664 a.u.
HOMO-LUMO gap = 9.824 eV
Lowest unoccupied orbital energy = 0.908 eV

(3)
This record from the Open Molecules 2025 dataset describes a cluster of 2 separate species, C4H6BrCl in total in a non-equilibrium geometry. The level of theory is ωB97M-V/def2-TZVPD.

The geometry in XYZ format:
```
12
Properties=species:S:1:pos:R:3:forces:R:3:lowdin_charge:R:1
C 1.676734 -1.012429 -0.304211 -1.279 0.825 -0.493 -0.0993
C 1.737070 0.117513 -0.981715 1.261 0.187 -1.684 -0.5645
C -2.215831 0.075364 0.374374 0.031 2.630 1.951 -0.2303
C -1.025155 0.108911 1.273831 0.255 -2.224 0.031 -0.6149
Cl -0.564453 1.577856 1.866159 -0.145 0.922 -0.059 0.6544
Br 3.345167 1.370575 -1.032319 -1.682 -1.329 0.353 0.4948
H 2.413579 -1.189549 0.403805 1.119 -0.658 1.378 0.0325
H 0.798551 -1.682500 -0.364438 0.718 0.500 -0.142 0.0745
H -1.705417 0.054525 -0.602940 -0.711 -0.263 -0.055 0.0786
H -2.744300 1.066097 0.585807 0.028 -1.158 -1.102 0.0654
H -2.865137 -0.764970 0.667777 0.517 0.079 -0.725 0.0732
H 1.149193 0.278608 -1.886130 -0.112 0.489 0.548 0.0356
```
Positions in Å, forces in eV/Å.

Output
Largest force on an atom = 3.27 eV/Å
Energy relative to the best compared isomer or geometry (same formula, charge and spin) = 438.34 kJ/mol
Energy = -3190.04177 a.u.
HOMO-LUMO gap = 8.126 eV
Lowest unoccupied orbital energy = -0.259 eV

(4)
This record from the Open Molecules 2025 dataset describes the molecule C9H19NOS in a non-equilibrium geometry. The level of theory is ωB97M-V/def2-TZVPD.

The geometry in XYZ format:
```
31
Properties=species:S:1:pos:R:3:forces:R:3:lowdin_charge:R:1
C 0.377741 2.196634 1.019920 -1.395 -1.940 0.796 -0.0523
C 1.292296 1.204995 1.763749 0.445 1.172 -0.401 -0.1061
C 0.971838 0.993761 0.340364 -0.963 -4.005 -1.535 -0.3247
C 3.429882 0.379375 -0.560067 0.447 -0.970 1.243 -0.1330
C -3.793370 -0.426706 -0.042674 1.028 2.592 2.004 -0.0978
C 0.785662 -2.678527 -1.177965 3.841 -1.706 2.306 -0.1630
C 2.013913 0.951611 -0.872711 0.613 0.769 1.338 -0.1761
C -2.282948 0.068429 -0.277191 -1.835 -2.069 -3.356 -0.2289
C -1.299535 -0.602302 0.675481 0.657 1.751 1.107 -0.2871
N 0.033990 -0.437539 0.140603 2.452 3.334 0.170 -0.3054
O 0.383060 -2.679801 1.348558 0.238 0.183 0.518 -0.5277
S 1.078621 -1.722361 0.448968 -0.317 -1.241 -1.064 0.8981
H -0.726722 2.184947 1.354310 1.981 0.089 -0.762 0.1300
H 0.808273 3.112058 0.742409 0.229 1.205 -0.408 0.0797
H 2.291145 1.419890 2.127613 -0.023 0.429 -0.354 0.1059
H 0.752870 0.640585 2.465316 -0.612 -1.013 0.688 0.0809
H 3.342630 -0.694391 -0.207058 -0.003 1.236 -0.413 0.0333
H 3.954962 0.885133 0.313434 -0.495 -0.294 -1.346 0.0813
H 4.086293 0.294268 -1.470524 -0.642 0.628 0.869 0.0801
H -4.377691 -0.849766 -0.845195 0.320 -0.003 -0.409 0.0527
H -3.787400 -1.087393 0.820450 -0.104 -0.393 -0.112 0.0538
H -4.292554 0.496460 0.358480 -0.199 -0.926 -0.528 0.0699
H 1.511740 -2.507928 -1.986211 -0.347 0.185 0.338 0.0488
H -0.151456 -2.367759 -1.356756 -3.374 0.785 -1.193 -0.0258
H 0.833705 -3.749063 -0.794811 -0.099 1.360 -0.734 0.0698
H 1.715071 0.355272 -1.719180 -1.071 -0.172 -0.010 0.0859
H 2.105892 1.969135 -1.263000 0.079 0.026 0.108 0.1002
H -2.202315 1.154683 -0.439724 0.023 -0.274 0.989 0.0904
H -2.113538 -0.249049 -1.397840 0.441 0.101 2.102 0.1263
H -1.411283 -0.191508 1.787306 0.162 -0.650 -2.003 0.1571
H -1.272272 -1.684630 0.771845 -1.477 -0.187 0.052 0.0836
```
Positions in Å, forces in eV/Å.

Output
Largest force on an atom = 4.79 eV/Å
Energy relative to the best compared isomer or geometry (same formula, charge and spin) = 422.14 kJ/mol
Energy = -882.33745 a.u.
HOMO-LUMO gap = 9.151 eV
Lowest unoccupied orbital energy = 0.858 eV